w.
Entry from OMol25: a cluster of 2 separate species, C4H10NOS in total (ωB97M-V with the def2-TZVPD basis set).

Its molecular weight is 120.20 g mol⁻¹. For the HOMO-LUMO gap (alpha / beta), the calculation gives 6.4 / 7.0 eV. Its net charge is -1.

CARTESIAN COORDINATES (ANGSTROEM)
C -1.260 -0.894 -0.038
C -0.702 1.536 0.583
C 0.605 0.334 -1.241
C -0.117 0.101 0.076
N 0.680 -0.352 1.239
O 1.483 -2.377 0.220
S 2.003 0.482 1.623
H -1.647 -0.867 0.902
H -1.998 -0.390 -0.815
H -0.934 -1.955 -0.305
H 0.045 2.133 1.018
H -1.491 1.113 1.178
H -1.197 2.047 -0.211
H -0.030 0.933 -2.065
H 1.499 1.011 -1.075
H 0.779 -0.662 -1.680
H 2.282 -2.192 0.591

Results of the Löwdin charge analysis, in e, for atoms 1 through 4: -0.087, -0.070, -0.121, -0.746


x.
Entry from OMol25: the ion C4H10NOS with charge -1 (ωB97M-V with the def2-TZVPD basis set).

Its molecular weight is 120.20 g mol⁻¹. For the HOMO-LUMO gap, the calculation gives 6.2 eV. Its net charge is -1.

CARTESIAN COORDINATES (ANGSTROEM)
C -1.394 1.306 -1.850
N -0.715 0.421 -0.796
C 0.379 0.125 0.272
C -0.140 0.144 1.724
O 1.010 -0.107 2.540
C 1.026 -1.272 -0.101
S 2.449 -2.054 0.778
H -2.372 1.357 -1.480
H -1.332 0.778 -2.988
H -0.643 2.154 -1.976
H -1.210 -0.420 -1.001
H 1.068 0.959 0.202
H -0.861 -0.733 1.905
H -0.792 1.002 2.015
H 1.768 -0.620 2.101
H 0.222 -2.024 -0.289
H 1.536 -1.015 -1.056

Results of the Löwdin charge analysis, in e, for atoms 1 through 4: -0.136, -0.116, -0.348, -0.276


y.
Entry from OMol25: the ion C4H10NOS with charge -1 (ωB97M-V with the def2-TZVPD basis set).

Its molecular weight is 120.20 g mol⁻¹. For the HOMO-LUMO gap, the calculation gives 4.9 eV. Its net charge is -1.

CARTESIAN COORDINATES (ANGSTROEM)
O -3.146 1.449 -1.833
C -2.431 0.223 -1.711
N -1.215 0.277 -0.884
C -0.148 -0.798 -0.990
C 1.092 -0.289 -0.382
C 0.960 -0.739 1.171
S 2.309 0.074 2.165
H -3.145 -0.495 -1.196
H -2.253 -0.144 -2.767
H -0.915 1.275 -0.843
H -0.079 -1.200 -2.012
H -0.412 -1.574 -0.352
H 1.998 -0.875 -0.822
H 1.411 0.765 -0.399
H -0.049 -0.467 1.540
H 1.240 -1.802 1.284
H 2.091 -0.570 3.261

Results of the Löwdin charge analysis, in e, for atoms 1 through 4: -0.444, -0.560, -0.078, -0.281


Which one sits at the top of the stability order? y does.


w.
Entry from OMol25: the ion C6H14NO with charge -1 (ωB97M-V with the def2-TZVPD basis set).

Its molecular weight is 116.18 g mol⁻¹. For the HOMO-LUMO gap, the calculation gives 5.5 eV. Its net charge is -1.

CARTESIAN COORDINATES (ANGSTROEM)
C 3.194 0.710 0.053
C 1.904 0.033 0.539
C 0.671 0.767 -0.036
N 0.105 0.052 -1.178
C -0.886 -0.938 -0.791
C -2.302 -0.459 -0.455
C -2.619 -0.396 1.077
O -3.674 -1.205 1.388
H 3.302 0.788 -1.039
H 4.085 0.242 0.462
H 3.148 1.790 0.265
H 1.912 0.117 1.605
H 1.829 -0.905 0.012
H 0.934 1.756 -0.385
H -0.107 0.856 0.729
H -0.161 0.646 -1.945
H -0.901 -1.798 -1.461
H -0.456 -1.481 0.063
H -2.397 0.563 -0.862
H -3.068 -1.018 -0.989
H -1.737 -0.803 1.622
H -2.775 0.683 1.325

Results of the Löwdin charge analysis, in e, for atoms 1 through 4: -0.142, -0.230, -0.249, -0.099


x.
Entry from OMol25: the ion C6H14NO with charge -1 (ωB97M-V with the def2-TZVPD basis set).

Its molecular weight is 116.18 g mol⁻¹. For the HOMO-LUMO gap, the calculation gives 5.2 eV. Its net charge is -1.

CARTESIAN COORDINATES (ANGSTROEM)
N 2.698 1.427 -0.313
C 1.705 0.847 -1.139
C 1.488 -0.655 -0.965
C 0.630 -0.738 0.346
C -0.866 -0.942 0.049
C -1.604 0.015 1.017
C -3.249 -0.107 0.935
O -3.809 0.233 2.066
H 3.005 2.257 -0.745
H 3.606 1.002 -0.038
H 0.738 1.334 -0.871
H 2.186 0.884 -2.221
H 2.408 -1.330 -0.721
H 0.922 -1.038 -1.884
H 1.123 -1.425 0.924
H 0.761 0.249 0.878
H -1.162 -1.895 0.290
H -1.066 -0.730 -1.003
H -1.242 -0.240 2.046
H -1.306 1.056 0.773
H -3.399 0.806 0.126
H -3.567 -1.009 0.449

Results of the Löwdin charge analysis, in e, for atoms 1 through 4: -0.044, -0.349, -0.221, -0.243


y.
Entry from OMol25: a structure of composition C6H14NO (ωB97M-V with the def2-TZVPD basis set).

Its molecular weight is 116.18 g mol⁻¹. For the HOMO-LUMO gap, the calculation gives 6.6 eV. Its net charge is -1.

CARTESIAN COORDINATES (ANGSTROEM)
C 0.737 0.360 -1.110
N 1.301 -0.808 -0.449
C 0.233 -1.931 -0.737
C -1.156 -2.519 -0.095
O -1.989 -1.657 0.405
C -0.480 1.069 -0.524
C 0.681 2.390 1.405
C -0.325 1.340 0.976
H 1.525 1.140 -1.121
H 0.742 0.238 -2.212
H 0.924 -2.767 -0.583
H 0.598 -1.093 0.275
H -0.016 -1.799 -1.791
H -1.363 -3.248 -0.936
H -0.769 -3.287 0.639
H -0.497 2.076 -0.974
H -1.465 0.641 -0.725
H 1.718 2.078 1.259
H 0.439 3.353 0.959
H 0.665 2.464 2.497
H -0.198 0.358 1.447
H -1.304 1.604 1.393

Results of the Löwdin charge analysis, in e, for atoms 1 through 4: -0.321, -0.059, -0.240, -0.554


Which one sits at the top of the stability order? w does.


w.
Entry from OMol25: the molecule C7H11NS2 (ωB97M-V with the def2-TZVPD basis set).

Its molecular weight is 173.31 g mol⁻¹. For the HOMO-LUMO gap (alpha / beta), the calculation gives 6.5 / 6.5 eV. Its net charge is 0.

CARTESIAN COORDINATES (ANGSTROEM)
C -0.669 -2.230 -0.773
C 0.554 -1.592 -0.898
C -0.379 0.075 0.745
C 1.590 -2.254 -1.732
C 0.461 1.975 1.977
C -0.896 2.280 -0.080
C -0.707 1.405 1.189
N -1.079 -3.332 -1.203
S 1.006 -0.114 -0.171
S -1.621 -1.015 0.397
H 1.354 -3.297 -1.943
H 1.442 -1.650 -2.509
H 2.596 -2.067 -1.373
H 1.457 1.769 1.396
H 0.314 3.034 2.126
H 0.751 1.572 2.973
H -0.987 3.288 0.323
H -1.581 1.842 -0.764
H 0.143 2.423 -0.369
H -1.748 1.505 1.567
H -2.000 -3.616 -0.876

Results of the Löwdin charge analysis, in e, for atoms 1 through 4: -0.646, -0.631, -0.920, -0.110


x.
Entry from OMol25: the molecule C7H11NS2 (ωB97M-V with the def2-TZVPD basis set).

Its molecular weight is 173.31 g mol⁻¹. For the HOMO-LUMO gap (alpha / beta), the calculation gives 7.6 / 6.4 eV. Its net charge is 0.

CARTESIAN COORDINATES (ANGSTROEM)
C 2.080 1.106 -0.052
C -0.033 2.841 0.596
C 2.892 0.327 -0.671
C -0.561 0.306 0.660
C -0.585 -0.742 1.620
C -1.989 -0.623 -1.178
C -0.687 -0.073 -0.817
N -0.649 1.669 1.049
S -0.768 4.348 0.742
S 1.666 2.771 -0.097
H 3.436 0.660 -1.481
H 2.982 -0.709 -0.290
H 0.236 -1.360 1.597
H -1.487 -1.343 1.506
H -0.744 -0.377 2.628
H -2.302 -1.526 -0.618
H -2.068 -0.901 -2.296
H -2.726 0.104 -1.106
H -0.367 0.767 -1.438
H 0.130 -0.832 -0.938
H -1.130 1.764 2.057

Results of the Löwdin charge analysis, in e, for atoms 1 through 4: -0.488, -1.104, -0.119, -0.286


Which one sits at the top of the stability order? w does.


w.
Entry from OMol25: the molecule C6H9NO2S (ωB97M-V with the def2-TZVPD basis set).

Its molecular weight is 159.21 g mol⁻¹. For the HOMO-LUMO gap, the calculation gives 7.3 eV. Its net charge is 0.

CARTESIAN COORDINATES (ANGSTROEM)
C -0.699 -1.562 0.252
C 0.134 -0.559 0.801
C -0.229 0.155 -2.730
C -1.430 -0.103 -1.920
C 0.375 -0.774 2.343
C 0.798 1.789 0.641
N 0.379 0.516 0.080
O 1.004 -0.057 -2.310
O -0.510 0.445 -3.867
S -1.917 -1.261 -0.824
H -0.830 -2.453 0.978
H -2.274 0.128 -2.587
H 0.334 -1.837 2.428
H -0.255 -0.223 2.971
H 1.456 -0.482 2.748
H 1.909 1.732 0.882
H 0.522 2.373 -0.193
H 0.442 2.090 1.598
H 0.790 0.083 -1.290

Results of the Löwdin charge analysis, in e, for atoms 1 through 4: -0.431, -0.387, -0.640, -0.315


x.
Entry from OMol25: a cluster of 2 separate species, C6H9NO2S in total (ωB97M-V with the def2-TZVPD basis set).

Its molecular weight is 159.21 g mol⁻¹. For the HOMO-LUMO gap (alpha / beta), the calculation gives 7.1 / 7.1 eV. Its net charge is 0.

CARTESIAN COORDINATES (ANGSTROEM)
C -0.164 -1.897 0.006
C 0.288 -0.856 0.758
C 0.255 0.372 0.068
C -0.254 0.290 -1.320
C 0.740 -0.970 2.176
C 0.661 0.889 -2.378
N -1.546 1.349 0.985
O -2.360 1.606 0.134
O -1.586 1.473 2.176
S -0.601 -1.494 -1.610
H -0.245 -2.922 0.316
H 0.836 1.223 0.377
H -1.242 0.786 -1.378
H 0.547 -1.965 2.566
H 0.214 -0.239 2.790
H 1.808 -0.764 2.251
H 1.623 0.378 -2.388
H 0.821 1.943 -2.165
H 0.208 0.799 -3.363

Results of the Löwdin charge analysis, in e, for atoms 1 through 4: -0.337, -0.374, -0.052, -0.580


Which one sits at the top of the stability order? w does.